No. 1
A 2-piece molecular cluster, C4H14NOS overall at a distorted geometry, computed with wB97M-V/def2-TZVPD.

Calculated values
lowest unoccupied orbital energy: -3.1 eV
electronic energy: -688.69706 Eh
relative energy (zero: lowest compared OMol25 entry of this formula, charge and spin): 41.2 kcal per mole
HOMO level: -12.8 eV
frontier orbital gap: 9.636 eV

Structure (ORCA input):
```
! RIJCOSX wB97M-V def2-TZVPD def2/J DEFGRID3
* xyz 1 1
C 0.86080 0.21920 1.29572
C -0.37817 -0.58693 1.90365
C -1.60528 -0.77859 0.97264
S -1.19963 -0.48853 -0.80391
C -1.66423 1.29321 -0.91051
N 1.73804 -0.66634 0.32183
H 0.57758 1.18553 0.97663
H 1.73759 0.49023 1.98728
H -0.68627 -0.08475 2.88273
H 0.03652 -1.58522 2.27714
H -2.36687 -0.05607 1.37274
H -2.01371 -1.78457 0.90551
H -2.47108 1.47833 -0.25942
H -2.16631 1.46249 -1.83460
H -0.92048 1.98104 -0.63619
H 2.59033 -1.12859 0.78401
H 1.01814 -1.19339 -0.23504
H 2.21218 0.06523 -0.35004
H 1.80866 1.12458 -2.20032
H 3.33585 1.08660 -2.27208
O 2.63212 1.06977 -1.54471
*
```

***

No. 2
C5H9NO as an isolated structure at a distorted geometry, computed with wB97M-V/def2-TZVPD.

Calculated values
lowest unoccupied orbital energy: 0.4 eV
electronic energy: -325.71907 Eh
relative energy (zero: lowest compared OMol25 entry of this formula, charge and spin): 137.1 kcal per mole
HOMO level: -7.4 eV
frontier orbital gap: 7.800 eV

Structure (ORCA input):
```
! RIJCOSX wB97M-V def2-TZVPD def2/J DEFGRID3
* xyz 0 1
C 1.82885 -1.25764 0.02255
C 0.75321 0.75755 0.57161
C -0.23691 0.39490 -0.38361
O 0.22197 -1.08023 -0.75101
C -1.67496 0.20284 0.10223
C -2.31802 1.49718 0.35452
N -2.83568 2.51598 0.53683
H 2.61508 -0.58106 -0.29917
H 1.83875 -1.41735 1.09525
H 1.86193 -2.21419 -0.50877
H 1.47514 1.51306 0.27957
H 0.45215 0.77486 1.61782
H -0.20043 0.90832 -1.35037
H 0.17319 -1.29106 -1.70846
H -1.65760 -0.37308 1.03285
H -2.29667 -0.35008 -0.61184
*
```

***

No. 3
A 3-piece molecular cluster, C26H45N2O5S2 overall at a distorted geometry, computed with wB97M-V/def2-TZVPD.

Calculated values
lowest unoccupied orbital energy: -2.7 eV
electronic energy: -2299.54713 Eh
relative energy (zero: lowest compared OMol25 entry of this formula, charge and spin): 0.0 kcal per mole
HOMO level: -11.2 eV
frontier orbital gap: 8.569 eV

Structure (ORCA input):
```
! RIJCOSX wB97M-V def2-TZVPD def2/J DEFGRID3
* xyz 1 1
C -4.10516 -0.01656 -5.20325
C -5.51003 -0.07991 -4.66095
O -6.42639 -0.14721 -5.43002
N -5.77253 -0.09022 -3.27731
C -4.64005 0.08716 -2.34111
C -4.03090 -1.27252 -1.93647
C -2.66077 -1.57637 -2.55947
C -1.71525 -2.35462 -1.63637
C -0.67141 -3.14554 -2.41428
C 0.58801 -3.61574 -1.65726
C 1.72859 -3.36577 -2.67471
C 3.17197 -3.41791 -2.20805
C 3.64075 -2.15723 -1.48590
C 5.04078 -2.28390 -0.95092
C 6.14781 -2.01598 -1.75935
C 7.44783 -2.10529 -1.26368
C 7.66217 -2.49026 0.05749
C 6.56398 -2.77045 0.87123
C 5.26899 -2.66114 0.37378
C 1.22339 -2.05084 -3.27221
N -0.14067 -2.51207 -3.67498
H -4.19388 0.11868 -6.27456
H -3.54436 0.83438 -4.82204
H -3.53832 -0.92659 -5.03033
H -6.39441 0.70031 -3.13991
H -3.88836 0.80649 -2.65564
H -5.07215 0.50397 -1.43921
H -3.91204 -1.28012 -0.85598
H -4.71260 -2.05895 -2.24567
H -2.79468 -2.17965 -3.46402
H -2.16564 -0.64882 -2.85462
H -2.31064 -3.06306 -1.06518
H -1.22260 -1.68894 -0.93524
H -1.20862 -4.05521 -2.68295
H 0.74774 -3.01859 -0.75816
H 0.54784 -4.65123 -1.33809
H 1.60953 -4.15595 -3.42818
H 3.79339 -3.55261 -3.09315
H 3.31468 -4.30085 -1.58704
H 2.97729 -1.91198 -0.65446
H 3.62447 -1.31748 -2.18283
H 6.00229 -1.73080 -2.79510
H 8.28412 -1.86650 -1.90348
H 8.66883 -2.55862 0.43975
H 6.75065 -3.06366 1.89437
H 4.42230 -2.85967 1.01948
H 1.03496 -1.43845 -2.39279
H 1.80073 -1.54416 -4.03344
H -0.73337 -1.86365 -4.19423
H -0.02668 -3.30029 -4.31489
C -2.57620 2.91761 2.62552
C -3.23986 1.61441 3.08034
C -3.72300 0.88130 1.82048
S -2.61980 1.40053 0.49968
O -3.37840 2.14724 -0.47324
O -1.79083 0.28340 0.09343
C -1.65238 2.53996 1.47467
H -2.01576 3.38476 3.43573
H -3.33889 3.61898 2.27524
H -2.50726 1.00077 3.60807
H -4.06600 1.79806 3.76481
H -3.66752 -0.20030 1.92222
H -4.73313 1.17581 1.54117
H -1.35436 3.38330 0.85619
H -0.77110 2.00740 1.83235
C 2.57044 4.58497 6.23905
C 1.39915 5.51765 6.57587
C 0.42496 5.47598 5.39130
S 0.63131 3.85996 4.63390
O 1.16041 4.02783 3.30302
O -0.55638 3.06262 4.85074
C 1.94100 3.29820 5.71397
H 3.19830 4.39367 7.10719
H 3.19415 5.03692 5.46510
H 0.89798 5.16231 7.47795
H 1.73514 6.53478 6.76805
H -0.61073 5.58793 5.70206
H 0.66847 6.22353 4.63885
H 2.62811 2.67133 5.15046
H 1.48059 2.72347 6.51719
*
```

***

No. 4
C39H43ClMoP2Si2 as an isolated structure at a distorted geometry, computed with wB97M-V/def2-TZVPD.

Calculated values
lowest unoccupied orbital energy (alpha / beta): -6.4 / -6.8 eV
electronic energy: -3301.37240 Eh
relative energy (zero: lowest compared OMol25 entry of this formula, charge and spin): 101.3 kcal per mole
HOMO level (alpha / beta): -12.5 / -12.9 eV
frontier orbital gap (alpha / beta): 6.168 / 6.105 eV

Structure (ORCA input):
```
! RIJCOSX wB97M-V def2-TZVPD def2/J DEFGRID3
* xyz 2 3
C -1.89908 -0.76505 3.40531
C -2.39030 -0.31307 2.13084
C -2.11902 -1.33195 1.16843
H -2.93901 0.60609 1.95054
C -1.43568 -2.40802 1.82536
C -1.30779 -2.06547 3.21320
H -0.97128 -2.73084 3.99697
H -2.05620 -0.27611 4.35956
H -2.45355 -1.33980 0.13978
H -1.15152 -3.34945 1.37174
Mo -0.22943 -0.57895 1.97257
Si 1.04193 0.47794 -1.18253
C -0.16214 1.91702 -1.00827
C 0.50107 3.11599 -1.30668
H 1.58268 3.13444 -1.34247
C -0.24013 4.25950 -1.59273
H 0.28168 5.16945 -1.88347
C -1.62556 4.25410 -1.48804
H -2.20000 5.15363 -1.72082
C -2.27963 3.08272 -1.09929
H -3.37132 3.08107 -0.97954
C -1.55289 1.90378 -0.86298
H -2.08281 0.99519 -0.54056
C -0.40147 -1.33054 -1.77399
C -1.73471 -1.39364 -2.28681
H -2.36950 -0.50619 -2.37290
C -2.29121 -2.67644 -2.47151
H -3.26683 -2.77810 -2.94916
C -1.63423 -3.81057 -1.99839
H -2.09161 -4.79666 -2.09986
C -0.39792 -3.70798 -1.34241
H 0.05262 -4.60298 -0.92793
C 0.24940 -2.49130 -1.25396
H 1.25958 -2.38406 -0.84518
H -0.05985 -0.17449 0.07812
Si 0.21749 -0.58755 -3.26110
C 0.82780 -1.81498 -4.49835
C 0.14535 -1.88183 -5.73098
H -0.29216 -0.97046 -6.14379
C -0.07657 -3.12936 -6.31711
H -0.71398 -3.20333 -7.19714
C 0.48030 -4.28130 -5.74705
H 0.22491 -5.26505 -6.15495
C 1.36334 -4.17048 -4.66409
H 1.83100 -5.06667 -4.24146
C 1.60327 -2.91984 -4.08714
H 2.29038 -2.83095 -3.23891
C -0.16011 0.99614 -4.21641
C -1.48203 1.36309 -4.48173
H -2.30150 0.72508 -4.13666
C -1.76167 2.55508 -5.15510
H -2.80188 2.82767 -5.31783
C -0.73402 3.39344 -5.59541
H -0.96311 4.31151 -6.14712
C 0.58958 3.01283 -5.34969
H 1.39814 3.66432 -5.68147
C 0.87682 1.83221 -4.66319
H 1.91970 1.58145 -4.43878
H 2.31435 1.11782 -1.57213
Cl 2.26634 -0.03354 0.61810
C 3.45987 -0.74344 3.38396
P 1.68915 -1.09864 3.61755
C 1.71853 -2.80903 4.21188
C 1.35157 -0.04030 5.10617
C 1.79597 -0.40356 6.37113
C 1.55662 0.43580 7.46381
C 0.88698 1.65720 7.27662
C 0.45302 2.02935 5.99802
C 0.66926 1.19050 4.90907
P 0.08286 1.61223 3.19161
C -1.38300 2.63441 3.47344
C 1.29030 2.77249 2.51664
H 3.77603 -0.98767 2.36536
H 4.04771 -1.34760 4.08478
H 3.67845 0.31942 3.57181
H 2.72224 -3.06241 4.57461
H 0.98060 -2.94222 5.00822
H 1.46253 -3.45777 3.36595
H 2.32993 -1.34973 6.51319
H 1.90510 0.14635 8.45042
H 0.70742 2.32060 8.11895
H -0.06687 2.97966 5.84947
H -1.05425 3.64521 3.73578
H -1.97151 2.66965 2.55118
H -1.99052 2.21712 4.28135
H 1.15148 3.73852 3.02238
H 2.31298 2.41144 2.68586
H 1.12160 2.89789 1.43733
*
```

***

No. 5
C46H38CoNO5S3 as an isolated structure at a distorted geometry, computed with wB97M-V/def2-TZVPD.

Calculated values
lowest unoccupied orbital energy (alpha / beta): -2.7 / -3.4 eV
electronic energy: -4783.61758 Eh
relative energy (zero: lowest compared OMol25 entry of this formula, charge and spin): 109.2 kcal per mole
HOMO level (alpha / beta): -9.3 / -9.3 eV
frontier orbital gap (alpha / beta): 6.549 / 5.827 eV

Structure (ORCA input):
```
! RIJCOSX wB97M-V def2-TZVPD def2/J DEFGRID3
* xyz 1 4
Co 1.67975 1.93339 1.59096
C -0.49325 2.91514 3.22999
C 0.27697 1.92070 3.82347
C 1.65515 2.09651 3.98020
C 2.25423 3.28312 3.54394
C 1.47478 4.28288 2.95297
C 0.10623 4.09614 2.80146
H -1.55480 2.76348 3.09417
H -0.18471 1.00285 4.16309
H 2.24659 1.32979 4.46419
H 3.31346 3.43975 3.69991
H 1.93935 5.20274 2.62559
H -0.49218 4.86976 2.34093
C -0.49495 4.38856 -6.33455
C -0.36444 3.72940 -4.99406
C -0.50562 4.47824 -3.82094
C -0.36614 3.89374 -2.57907
C -0.07122 2.53477 -2.50867
C 0.09066 1.77052 -3.65579
C -0.06884 2.37592 -4.89355
S 0.10690 1.66879 -0.99747
O 0.83334 2.66937 -0.05492
C -1.54257 1.54213 -0.38218
C -2.23743 2.69202 0.06610
C -3.51860 2.55966 0.50040
C -4.15733 1.28949 0.51432
C -5.48733 1.14247 0.96884
C -6.07802 -0.08888 0.99406
C -5.36735 -1.23083 0.57059
C -4.08175 -1.11925 0.12253
C -3.44942 0.14739 0.07796
C -2.10394 0.28891 -0.37565
C -1.31735 -0.90641 -0.80232
C -1.42065 -1.42146 -2.11944
C -2.29931 -0.85511 -3.07996
C -2.34682 -1.35327 -4.34823
C -1.52180 -2.43787 -4.72503
C -0.66273 -2.99648 -3.82396
C -0.58578 -2.50081 -2.49682
C 0.33149 -3.05827 -1.56723
C 0.41440 -2.56745 -0.29796
C -0.42247 -1.48352 0.06230
S -0.20771 -0.71858 1.63990
O 1.08301 0.11018 1.41307
C 0.30308 -2.06046 2.66179
C 1.64724 -2.25213 2.93274
C 2.01273 -3.32394 3.73075
C 1.06096 -4.18820 4.25650
C 1.47819 -5.37423 5.07176
C -0.28609 -3.95422 3.97735
C -0.67849 -2.89157 3.18730
H -1.12391 5.27536 -6.28071
H -0.91865 3.70870 -7.07175
H 0.48545 4.69913 -6.70007
H -0.72830 5.53488 -3.89505
H -0.46250 4.48707 -1.68148
H 0.33235 0.71725 -3.58538
H 0.05067 1.78431 -5.79193
H -1.74518 3.65345 0.05147
H -4.07564 3.42641 0.83442
H -6.03036 2.01954 1.29556
H -7.09754 -0.19403 1.33880
H -5.84514 -2.20050 0.59925
H -3.53857 -1.99401 -0.20882
H -2.93098 -0.02034 -2.80147
H -3.01656 -0.91532 -5.07592
H -1.57433 -2.82529 -5.73354
H -0.02180 -3.82259 -4.10114
H 0.99169 -3.86052 -1.87447
H 1.13151 -2.98385 0.39934
H 2.39719 -1.61447 2.48893
H 3.06309 -3.51322 3.90479
H 2.42356 -5.19017 5.57856
H 1.61706 -6.24229 4.42509
H 0.72729 -5.63169 5.81758
H -1.03667 -4.62230 4.37975
H -1.72688 -2.73128 2.96981
N 3.64281 1.95899 0.80944
C 3.73430 0.57204 0.37178
C 4.29758 -0.41335 1.16669
C 4.09351 -1.74153 0.80890
C 3.36272 -2.07296 -0.32716
C 2.94843 -1.06045 -1.17702
C 3.12006 0.26083 -0.82562
S 2.83264 -3.74773 -0.64698
O 4.00163 -4.56202 -0.42437
O 2.32774 -3.68831 -2.01194
O 1.77413 -3.90354 0.35151
H 4.38910 2.23086 1.44365
H 3.72868 2.58541 0.01256
H 4.81929 -0.16119 2.08144
H 4.46397 -2.54132 1.43742
H 2.44142 -1.33875 -2.08942
H 2.73572 1.04391 -1.46380
*
```

***

No. 6
A 11-piece molecular cluster, H22O11 overall at a distorted geometry, computed with wB97M-V/def2-TZVPD.

Calculated values
SMILES string: O.O.O.O.O.O.O.O.O.O.O
lowest unoccupied orbital energy: -0.2 eV
electronic energy: -840.80246 Eh
relative energy (zero: lowest compared OMol25 entry of this formula, charge and spin): 48.7 kcal per mole
HOMO level: -10.6 eV
frontier orbital gap: 10.333 eV

Structure (ORCA input):
```
! RIJCOSX wB97M-V def2-TZVPD def2/J DEFGRID3
* xyz 0 1
O -1.33812 -1.99742 1.10800
H -0.87912 -1.52142 0.43400
H -2.20812 -1.64942 0.95400
O -0.57212 -2.93842 -1.88300
H 0.01088 -2.90342 -1.09800
H 0.03688 -3.25242 -2.54400
O 2.50688 0.15058 -2.29600
H 2.77188 0.84258 -1.73400
H 1.61788 0.04358 -2.09800
O 0.22688 -0.05142 -0.27300
H -0.61812 0.37458 -0.02300
H 0.81588 0.30658 0.34800
O 3.22988 -0.91142 0.42500
H 2.34788 -1.19542 0.32400
H 3.58788 -1.65842 0.90600
O 3.78288 1.05958 2.36500
H 4.48688 1.31058 1.82700
H 3.43588 0.33858 1.77400
O -0.90012 0.55758 -2.83200
H -0.83112 0.15158 -1.98200
H -1.82012 0.77458 -2.96200
O -2.13512 2.06858 2.60400
H -1.95412 1.94558 1.64900
H -1.81412 1.20358 2.89700
O 0.87688 1.56758 1.72300
H 1.69588 1.72058 1.19900
H 1.20288 1.13458 2.53700
O -2.02112 1.61658 -0.02300
H -1.98412 2.15058 -0.81100
H -2.67812 0.96758 -0.26800
O -3.31812 -0.67042 -0.60800
H -3.41312 -1.07142 -1.45000
H -4.14912 -0.46442 -0.18900
*
```